Here is a 4-piece molecular cluster, C65H45BF9NO11 overall in a non-equilibrium geometry from the OMol25 dataset. Energies are from the ωB97M-V functional and the def2-TZVPD basis.

## Properties
structure (SMILES): COB(O)C1=C(CC(=O)N(C)C)C(=O)C(c2ccccc2)=C(CCC(F)(F)C(F)(F)C(F)(F)C(F)(F)F)C1=O.O=C1c2ccccc2C(=O)c2ccccc21.O=C1c2ccccc2C(=O)c2ccccc21.O=C1c2ccccc2C(=O)c2ccccc21
gap between HOMO and LUMO: 6.94 eV
max |F|: 8.65 eV/Å
LUMO level: -0.078 Ha
HOMO level: -9.0715 eV
total energy: -4309.34302 hartree

```
! RIJCOSX wB97M-V def2-TZVPD def2/J DEFGRID3
* xyz 0 1
C -4.865 2.205 2.045
O -3.500 2.759 1.911
B -2.843 2.232 0.687
O -1.370 2.039 0.758
C -3.703 1.842 -0.677
C -4.600 2.843 -1.370
C -4.794 4.399 -0.885
C -3.813 5.483 -1.636
O -4.343 6.214 -2.648
N -2.370 5.774 -1.282
C -1.421 4.729 -1.827
C -2.171 6.031 0.199
C -5.399 2.250 -2.713
O -6.353 2.994 -3.308
C -5.031 0.768 -3.396
C -5.692 0.384 -4.859
C -6.948 -0.702 -4.824
C -7.709 -1.232 -6.178
C -7.214 -0.670 -7.643
C -5.951 0.408 -7.693
C -5.186 0.953 -6.315
C -4.129 -0.193 -2.707
C -3.645 -1.658 -3.257
C -2.786 -1.638 -4.650
C -1.283 -1.000 -4.545
F -0.823 -0.786 -5.969
F -1.274 0.387 -3.946
C -0.206 -1.870 -3.671
F -0.584 -2.039 -2.226
F 1.060 -1.045 -3.637
C 0.219 -3.315 -4.314
F 1.692 -3.266 -4.647
F -0.466 -3.676 -5.575
C 0.053 -4.596 -3.280
F -1.362 -4.860 -2.921
F 0.507 -5.805 -4.063
F 0.973 -4.531 -2.101
C -3.559 0.270 -1.216
O -3.000 -0.607 -0.367
H -4.822 1.027 1.941
H -5.266 2.519 3.123
H -5.634 2.648 1.267
H -1.127 1.548 1.601
H -4.680 4.578 0.268
H -5.908 4.701 -1.169
H -0.524 5.250 -2.417
H -0.926 4.070 -0.988
H -1.967 4.005 -2.587
H -1.435 6.940 0.339
H -1.760 5.098 0.792
H -3.190 6.345 0.733
H -7.317 -1.135 -3.780
H -8.606 -1.982 -6.105
H -7.772 -1.064 -8.594
H -5.637 0.803 -8.775
H -4.287 1.729 -6.385
H -3.128 -2.271 -2.374
H -4.644 -2.269 -3.492
H -3.358 -1.008 -5.487
H -2.799 -2.757 -5.065
O 1.380 1.150 2.653
C 2.262 1.157 3.503
C 3.399 0.219 3.408
C 3.477 -0.670 2.328
C 4.568 -1.532 2.211
C 5.583 -1.508 3.167
C 5.498 -0.636 4.254
C 4.401 0.225 4.378
C 4.311 1.132 5.540
O 5.164 1.098 6.419
C 3.186 2.083 5.624
C 3.110 2.973 6.704
C 2.069 3.899 6.774
C 1.102 3.939 5.770
C 1.167 3.044 4.700
C 2.209 2.110 4.630
H 2.691 -0.690 1.575
H 4.630 -2.218 1.369
H 6.440 -2.171 3.069
H 6.292 -0.627 4.999
H 3.864 2.950 7.489
H 2.014 4.591 7.611
H 0.295 4.667 5.820
H 0.407 3.080 3.922
O 6.563 5.126 2.648
C 6.578 4.646 1.521
C 7.806 4.699 0.703
C 8.966 5.283 1.229
C 10.141 5.301 0.476
C 10.163 4.736 -0.799
C 9.004 4.169 -1.332
C 7.822 4.156 -0.582
C 6.596 3.571 -1.160
O 6.596 3.144 -2.309
C 5.374 3.500 -0.335
C 4.216 2.914 -0.862
C 3.066 2.812 -0.077
C 3.069 3.294 1.232
C 4.218 3.891 1.753
C 5.372 4.000 0.966
H 8.958 5.721 2.225
H 11.042 5.751 0.888
H 11.083 4.739 -1.380
H 9.028 3.735 -2.330
H 4.207 2.531 -1.881
H 2.169 2.353 -0.487
H 2.176 3.206 1.846
H 4.212 4.268 2.775
O -0.166 -8.037 4.170
C -0.844 -7.710 3.203
C -0.408 -6.608 2.322
C 0.799 -5.947 2.583
C 1.237 -4.931 1.732
C 0.474 -4.574 0.621
C -0.738 -5.219 0.369
C -1.183 -6.234 1.225
C -2.475 -6.898 0.961
O -3.181 -6.532 0.028
C -2.901 -8.013 1.830
C -4.107 -8.674 1.566
C -4.502 -9.751 2.362
C -3.695 -10.170 3.419
C -2.499 -9.503 3.692
C -2.103 -8.419 2.899
H 1.403 -6.225 3.446
H 2.177 -4.422 1.933
H 0.822 -3.791 -0.050
H -1.331 -4.931 -0.498
H -4.740 -8.356 0.739
H -5.437 -10.266 2.153
H -3.998 -11.016 4.033
H -1.876 -9.835 4.521
*
```